Record 1
Here is a 5-piece molecular cluster, H10O5 overall from the OMol25 dataset. Energies are from ωB97M-V/def2-TZVPD.

CARTESIAN COORDINATES (ANGSTROEM)
O -2.0502 -4.3923 0.3560
H -1.3469 -4.2129 -0.2853
H -2.8067 -4.5547 -0.2243
O -2.3761 11.0021 -0.9290
H -2.5101 10.2616 -1.5302
H -3.2414 11.4214 -0.8926
O 4.9091 0.4011 -0.7788
H 5.8000 0.2062 -0.4839
H 4.7978 0.0453 -1.6679
O -1.8315 -7.8077 4.4035
H -1.6729 -7.3167 5.2126
H -2.3493 -7.2325 3.8315
O 1.4833 0.3721 -2.3919
H 1.2063 1.0944 -2.9750
H 1.9888 0.7124 -1.6446

Cartesian forces, eV/Å:
-0.005 -0.001 -0.643
-0.020 -0.004 0.355
0.019 0.003 0.300
-0.144 -0.083 -0.111
0.112 0.003 0.039
0.032 0.080 0.072
-0.447 0.170 -0.031
0.109 -0.129 -0.183
0.266 -0.042 0.172
-0.009 -0.185 -0.114
-0.049 0.131 -0.003
0.066 0.061 0.106
-0.116 -0.235 -0.256
0.338 -0.092 0.576
-0.153 0.323 -0.278

Calculated values
Maximum force   0.674 eV Å⁻¹
HOMO energy   -11.4009 eV
Relative energy (zero: lowest compared OMol25 entry of this formula, charge and spin)   33.7 kcal per mole
Orbital gap   12.211 eV
SMILES   O.O.O.O.O


Record 2
Here is a 5-piece molecular cluster, H10O5 overall in a non-equilibrium geometry from the OMol25 dataset. Energies are from ωB97M-V/def2-TZVPD.

CARTESIAN COORDINATES (ANGSTROEM)
O 1.7008 -0.1976 -0.6620
H 2.1547 0.5473 -1.1087
H 1.9081 -0.2370 0.3039
O -0.7449 1.6952 0.4301
H -1.2927 0.9446 0.7080
H -0.8134 1.4481 -0.5419
O -1.5508 -0.3799 -2.4270
H -1.8707 -1.0198 -1.8043
H -0.8953 -0.8780 -2.9961
O -0.9970 -1.0535 0.3916
H -0.3965 -0.7302 -0.3187
H -0.5230 -1.6138 0.8860
O 1.1971 0.1579 2.2183
H 1.5372 0.4259 3.0564
H 0.5865 0.8908 1.8645

Cartesian forces, eV/Å:
0.197 0.021 0.083
-0.321 -0.677 0.958
-0.012 0.620 -0.977
-0.628 -0.819 -1.859
0.016 0.033 0.746
0.630 0.986 1.267
1.498 -0.170 -1.503
-0.323 -0.639 0.583
-1.164 0.867 1.030
-2.625 3.303 -3.752
-0.155 -0.319 0.721
2.846 -3.206 2.992
-1.457 0.906 -1.750
0.255 0.459 0.803
1.243 -1.367 0.658

Calculated values
Maximum force   5.646 eV Å⁻¹
HOMO energy   -11.0937 eV
Relative energy (zero: lowest compared OMol25 entry of this formula, charge and spin)   23.7 kcal per mole
Orbital gap   11.680 eV
SMILES   O.O.O.O.O


Record 3
Here is a 5-piece molecular cluster, H10O5 overall from the OMol25 dataset. Energies are from ωB97M-V/def2-TZVPD.

CARTESIAN COORDINATES (ANGSTROEM)
O -16.6244 -7.7274 -9.8808
H -17.2163 -7.1165 -9.4418
H -16.6252 -7.4466 -10.7959
O -13.9695 -7.4841 -0.1302
H -13.4326 -6.8494 -0.6048
H -14.5543 -7.8482 -0.7948
O -17.6672 -8.0630 -3.5844
H -17.6338 -8.9703 -3.8877
H -18.0728 -7.5833 -4.3067
O -16.4917 -3.2225 -1.7521
H -17.0811 -2.8488 -1.0969
H -16.7124 -4.1537 -1.7702
O -19.4683 -5.2938 -7.0469
H -19.5783 -4.3645 -7.2482
H -20.2173 -5.7199 -7.4637

Cartesian forces, eV/Å:
0.095 -0.189 0.071
-0.143 0.169 0.198
0.039 0.035 -0.241
0.017 -0.057 0.236
0.152 0.181 -0.088
-0.192 -0.116 -0.163
0.089 0.071 0.248
0.029 -0.240 -0.047
-0.102 0.204 -0.204
0.154 0.134 -0.139
-0.123 0.124 0.167
-0.029 -0.275 -0.032
0.201 -0.171 0.077
0.021 0.270 -0.002
-0.210 -0.141 -0.081

Calculated values
Maximum force   0.306 eV Å⁻¹
HOMO energy   -11.3981 eV
Relative energy (zero: lowest compared OMol25 entry of this formula, charge and spin)   32.4 kcal per mole
Orbital gap   11.779 eV
SMILES   O.O.O.O.O


Record 4
Here is a 5-piece molecular cluster, H10O5 overall in a non-equilibrium geometry from the OMol25 dataset. Energies are from ωB97M-V/def2-TZVPD.

CARTESIAN COORDINATES (ANGSTROEM)
O -0.5197 0.4541 -0.2453
H -1.0475 1.1840 -0.6500
H -0.0188 0.9888 0.4242
O -5.2336 -0.7426 1.4832
H -4.5189 -0.3665 1.9929
H -5.5384 -0.0682 0.9131
O 0.9118 2.3557 1.6586
H 1.1587 3.2209 1.7695
H 1.7736 2.0089 1.1608
O 3.4120 1.4820 0.3724
H 4.1509 1.6061 -0.1814
H 3.1479 0.5999 0.2642
O 0.6566 -4.1954 -2.6244
H 1.2798 -3.6804 -3.1988
H 0.3856 -4.8472 -3.1390

Cartesian forces, eV/Å:
0.051 1.852 0.349
0.456 -1.040 0.246
-0.578 -0.712 -0.530
0.173 -1.311 0.795
0.259 0.167 0.104
-0.427 1.137 -0.903
1.978 -4.397 -2.146
0.573 3.538 0.617
-2.426 0.944 1.480
-0.845 1.540 1.293
1.298 0.338 -1.009
-0.516 -2.045 -0.292
2.968 5.390 2.620
-0.896 -0.633 0.952
-2.069 -4.767 -3.575

Calculated values
Maximum force   6.688 eV Å⁻¹
HOMO energy   -10.9507 eV
Relative energy (zero: lowest compared OMol25 entry of this formula, charge and spin)   42.4 kcal per mole
Orbital gap   11.426 eV
SMILES   O.O.O.O.O